{
  "formula": "C5H13N2",
  "method": "the ωB97M-V functional and the def2-TZVPD basis",
  "smiles": "C=C(CC[NH3+])NC",
  "total_charge": 1,
  "energy_ev": -8368.1305,
  "multiplicity": 1,
  "relative_energy_ev": 2.680,
  "homo_lumo_gap_ev": 9.7,
  "elements": ["C", "C", "C", "C", "C", "N", "N", "H", "H", "H", "H", "H", "H", "H", "H", "H", "H", "H", "H", "H"],
  "positions_angstrom": [[0.2932, 1.6326, 0.9344], [-0.0064, 1.1674, -0.5311], [0.6334, -0.1597, -0.7593], [1.8726, -0.3767, -1.3533], [-1.5107, -1.5031, -0.5780], [-0.0955, -1.3296, -0.1531], [-0.1686, 0.4450, 1.8340], [-0.2577, 2.4108, 1.2052], [1.3311, 1.6880, 1.0686], [-1.0684, 1.0476, -0.4950], [0.2861, 1.9809, -1.2906], [2.3656, -1.2928, -1.3326], [2.2998, 0.4576, -1.9338], [-1.9972, -2.3845, -0.2340], [-1.6596, -1.4006, -1.6378], [-2.0041, -0.6657, -0.1124], [0.4611, -2.1344, -0.5091], [0.3782, 0.3666, 2.6937], [-1.2329, 0.5327, 1.9330], [0.0801, -0.4823, 1.2513]]
}